ORCA calculation (the ωB97M-V functional and the def2-TZVPD basis) on a single C3H5NOS2 molecule.

Values from the calculation:
E_HOMO: -8.88 eV
E_tot: -1043.5974 Ha
ΔE to the lowest compared entry with this formula, charge and spin: 57.6 kcal/mol
charge: 0
SMILES string: CSC(=S)/C=N\O
LUMO level: -0.94 eV
gap between HOMO and LUMO: 0.29160 hartree

Positions of all 12 atoms, in Å:
1 C 1.924 1.295 0.002
2 C 0.159 -0.789 -0.019
3 C -1.151 -1.420 0.085
4 H 2.353 0.852 -0.905
5 H 2.023 2.415 -0.033
6 H 2.395 0.884 0.889
7 H -1.233 -2.464 0.326
8 H -3.370 0.545 -0.200
9 N -2.352 -0.916 0.076
10 O -2.439 0.471 -0.179
11 S 0.211 0.943 0.041
12 S 1.479 -1.815 -0.084



ORCA calculation (the ωB97M-V functional and the def2-TZVPD basis) on a single C3H5NOS2 molecule.

Values from the calculation:
E_HOMO: -8.66 eV
E_tot: -1043.6387 Ha
ΔE to the lowest compared entry with this formula, charge and spin: 31.7 kcal/mol
charge: 0
SMILES string: NC(=S)OCC=S
LUMO level: -0.71 eV
gap between HOMO and LUMO: 0.29202 hartree

Positions of all 12 atoms, in Å:
1 C 1.503 -0.331 -0.258
2 C -0.743 0.078 0.177
3 C -1.984 -0.777 0.307
4 H 0.845 1.640 0.011
5 H 2.404 1.428 -0.496
6 H -0.870 0.836 -0.657
7 H -0.583 0.519 1.170
8 H -1.894 -1.551 1.051
9 N 1.535 1.019 -0.377
10 O 0.290 -0.845 -0.097
11 S 2.837 -1.296 -0.299
12 S -3.339 -0.719 -0.531



ORCA calculation (the ωB97M-V functional and the def2-TZVPD basis) on a molecular structure, C3H5NOS3.

Values from the calculation:
E_HOMO: -8.65 eV
E_tot: -1441.7596 Ha
ΔE to the lowest compared entry with this formula, charge and spin: 68.6 kcal/mol
charge: 0
LUMO level: -0.43 eV
gap between HOMO and LUMO: 0.30229 hartree

Positions of all 13 atoms, in Å:
1 C 1.633 -2.811 1.098
2 C 0.095 -0.597 0.244
3 C -0.881 1.810 -0.533
4 H 1.949 -2.170 1.876
5 H 0.769 -3.382 1.462
6 H 2.323 -3.549 0.590
7 H -1.774 1.203 -0.316
8 H -2.092 -1.589 2.083
9 N -0.840 -0.449 1.165
10 O -1.133 -1.671 1.722
11 S 1.125 -1.907 -0.384
12 S 0.605 0.822 -0.592
13 S -1.187 3.309 -1.054



ORCA calculation (the ωB97M-V functional and the def2-TZVPD basis) on a single C3H5NP2 molecule.

Values from the calculation:
E_HOMO (alpha / beta): -7.79 / -7.79 eV
E_tot: -854.5821 Ha
ΔE to the lowest compared entry with this formula, charge and spin: 82.1 kcal/mol
charge: 0
LUMO level (alpha / beta): -0.88 / -0.88 eV
gap between HOMO and LUMO (alpha / beta): 0.25407 / 0.25399 hartree

Positions of all 11 atoms, in Å:
1 C -0.528 -1.107 -0.016
2 C -0.116 0.112 -0.174
3 C 1.018 0.941 0.094
4 N -1.762 -1.544 0.124
5 P -2.815 1.363 -0.041
6 P -3.043 -0.589 -0.010
7 H 0.310 -1.812 -0.258
8 H 1.406 0.754 1.125
9 H 0.778 1.978 -0.214
10 H 1.742 0.455 -0.599
11 H -3.920 -1.637 0.266



ORCA calculation (the ωB97M-V functional and the def2-TZVPD basis) on a single C3H5NS molecule.

Values from the calculation:
E_HOMO: -8.46 eV
E_tot: -570.1522 Ha
ΔE to the lowest compared entry with this formula, charge and spin: 51.7 kcal/mol
charge: 0
SMILES string: N/C=C\C=S
LUMO level: -0.36 eV
gap between HOMO and LUMO: 0.29759 hartree

Positions of all 10 atoms, in Å:
1 C 1.682 0.255 0.076
2 C 0.651 1.119 0.059
3 C -0.812 0.919 -0.098
4 H 2.397 -1.700 0.049
5 H 0.619 -1.619 0.308
6 H 2.626 0.801 0.317
7 H 1.257 2.118 -0.279
8 H -1.148 1.918 0.019
9 N 1.662 -1.088 -0.142
10 S -1.657 -0.479 0.022



ORCA calculation (the ωB97M-V functional and the def2-TZVPD basis) on a single C3H5NS molecule.

Values from the calculation:
E_HOMO: -8.11 eV
E_tot: -570.1967 Ha
ΔE to the lowest compared entry with this formula, charge and spin: 23.8 kcal/mol
charge: 0
SMILES string: N/C=C/C=S
LUMO level: 0.15 eV
gap between HOMO and LUMO: 0.30365 hartree

Positions of all 10 atoms, in Å:
1 C 0.627 0.225 -0.235
2 C -0.498 -0.474 -0.315
3 C -1.724 0.233 -0.020
4 H 2.514 0.529 0.511
5 H 2.021 -1.081 0.579
6 H 0.464 1.264 -0.503
7 H -0.557 -1.608 -0.320
8 H -1.489 1.281 0.203
9 N 1.881 -0.217 0.073
10 S -3.237 -0.152 0.026



ORCA calculation (the ωB97M-V functional and the def2-TZVPD basis) on a single C3H5NS molecule.

Values from the calculation:
E_HOMO: -8.92 eV
E_tot: -570.1679 Ha
ΔE to the lowest compared entry with this formula, charge and spin: 41.8 kcal/mol
charge: 0
SMILES string: C/C=N/C=S
LUMO level: -0.34 eV
gap between HOMO and LUMO: 0.31531 hartree

Positions of all 10 atoms, in Å:
1 C -0.253 -0.171 -0.086
2 C 2.088 0.712 -0.147
3 C -1.705 -0.344 0.278
4 N 0.471 0.851 0.224
5 S 2.989 -0.531 0.186
6 H 0.252 -0.880 -0.739
7 H 2.314 1.482 -0.971
8 H -2.385 -0.183 -0.569
9 H -1.827 -1.396 0.763
10 H -1.944 0.460 1.061



ORCA calculation (the ωB97M-V functional and the def2-TZVPD basis) on a single C3H5NS2 molecule.

Values from the calculation:
E_HOMO: -8.69 eV
E_tot: -968.3055 Ha
ΔE to the lowest compared entry with this formula, charge and spin: 87.6 kcal/mol
charge: 0
SMILES string: C=CN(S)C=S
LUMO level: -0.34 eV
gap between HOMO and LUMO: 0.30690 hartree

Positions of all 11 atoms, in Å:
1 C 0.767 -1.037 -0.271
2 C 0.579 -1.962 -1.144
3 C -0.127 0.946 0.944
4 H -2.208 -1.676 -0.922
5 H 1.591 -1.011 0.531
6 H -0.393 -2.035 -1.905
7 H 1.429 -2.502 -1.457
8 H -1.077 1.584 0.899
9 N -0.245 -0.104 -0.071
10 S -1.698 -0.077 -1.114
11 S 1.388 1.245 1.499



ORCA calculation (the ωB97M-V functional and the def2-TZVPD basis) on a single C3H5NS2 molecule.

Values from the calculation:
E_HOMO: -8.68 eV
E_tot: -968.3637 Ha
ΔE to the lowest compared entry with this formula, charge and spin: 51.1 kcal/mol
charge: 0
SMILES string: S=CC/N=C\S
LUMO level: -0.12 eV
gap between HOMO and LUMO: 0.31471 hartree

Positions of all 11 atoms, in Å:
1 C 1.367 -0.150 -0.450
2 C -0.654 -0.320 0.653
3 C -1.947 -0.358 -0.238
4 N 0.371 -0.849 -0.171
5 S -3.097 0.711 -0.129
6 S 1.742 1.552 -0.046
7 H 2.287 -0.499 -0.853
8 H -0.364 0.636 1.173
9 H -0.669 -1.045 1.386
10 H -2.076 -1.045 -1.061
11 H 3.041 1.367 -0.263



ORCA calculation (the ωB97M-V functional and the def2-TZVPD basis) on 3 unconnected molecules or ions with the total composition C3H5NS2.

Values from the calculation:
E_HOMO: -8.29 eV
E_tot: -968.2086 Ha
ΔE to the lowest compared entry with this formula, charge and spin: 148.4 kcal/mol
charge: 0
LUMO level: -1.05 eV
gap between HOMO and LUMO: 0.26636 hartree

Positions of all 11 atoms, in Å:
1 C -1.198 -0.900 -0.054
2 C -0.593 0.343 0.518
3 C 1.682 0.056 -0.419
4 H -0.571 -2.015 -0.233
5 H -1.590 1.392 0.184
6 H -0.410 0.551 2.083
7 H 0.524 1.633 -0.992
8 H 2.636 0.617 -0.867
9 N 0.646 0.861 -0.103
10 S -2.832 -0.911 -0.188
11 S 1.707 -1.627 0.070



ORCA calculation (the ωB97M-V functional and the def2-TZVPD basis) on a single C3H5NS2 molecule.

Values from the calculation:
E_HOMO: -9.12 eV
E_tot: -968.3808 Ha
ΔE to the lowest compared entry with this formula, charge and spin: 40.4 kcal/mol
charge: 0
SMILES string: S=C(S)[C@H]1CN1
LUMO level: -0.36 eV
gap between HOMO and LUMO: 0.32189 hartree

Positions of all 11 atoms, in Å:
1 C -0.804 0.452 -0.736
2 C 0.414 0.360 0.117
3 C 0.655 -1.031 0.676
4 H -1.657 2.114 0.965
5 H 0.627 1.241 0.758
6 H 1.178 -1.129 1.642
7 H -0.105 -1.793 0.484
8 H 1.295 -0.855 -1.281
9 N 1.508 -0.491 -0.381
10 S -1.967 1.668 -0.288
11 S -1.144 -0.537 -1.956



ORCA calculation (the ωB97M-V functional and the def2-TZVPD basis) on a single C3H5NS2 molecule.

Values from the calculation:
E_HOMO: -7.89 eV
E_tot: -968.4005 Ha
ΔE to the lowest compared entry with this formula, charge and spin: 28.0 kcal/mol
charge: 0
SMILES string: CN(C=S)C=S
LUMO level: -0.54 eV
gap between HOMO and LUMO: 0.27017 hartree

Positions of all 11 atoms, in Å:
1 C -0.914 -0.964 -0.011
2 C -0.392 1.397 0.000
3 C 1.450 -0.274 -0.004
4 H -1.530 -0.882 -0.892
5 H -0.424 -1.927 -0.001
6 H -1.534 -0.862 0.904
7 H -1.485 1.349 0.017
8 H 1.550 -1.381 -0.002
9 N 0.129 0.110 -0.003
10 S 0.346 2.835 -0.006
11 S 2.804 0.600 -0.002



ORCA calculation (the ωB97M-V functional and the def2-TZVPD basis) on a single C3H5NS3 molecule.

Values from the calculation:
E_HOMO: -8.80 eV
E_tot: -1366.6056 Ha
ΔE to the lowest compared entry with this formula, charge and spin: 5.2 kcal/mol
charge: 0
SMILES string: SC[C@@H]1SC=NS1
LUMO level: 0.67 eV
gap between HOMO and LUMO: 0.34823 hartree

Positions of all 12 atoms, in Å:
1 C -1.147 -0.659 0.239
2 C -0.057 -0.225 -0.733
3 C 2.261 0.213 0.368
4 H -2.495 1.342 0.343
5 H -0.900 -0.488 1.268
6 H -1.365 -1.714 0.092
7 H -0.390 -0.405 -1.775
8 H 3.172 0.006 0.948
9 N 1.805 1.343 0.354
10 S -2.750 0.143 -0.085
11 S 1.484 -1.131 -0.439
12 S 0.380 1.575 -0.579



ORCA calculation (the ωB97M-V functional and the def2-TZVPD basis) on a single C3H5NS4 molecule.

Values from the calculation:
E_HOMO: -8.65 eV
E_tot: -1764.7483 Ha
ΔE to the lowest compared entry with this formula, charge and spin: 31.3 kcal/mol
charge: 0
SMILES string: S=CNSCSC=S
LUMO level: -0.58 eV
gap between HOMO and LUMO: 0.29662 hartree

Positions of all 13 atoms, in Å:
1 C 2.357 -0.258 1.107
2 C -0.166 -0.178 -1.114
3 C -2.708 -0.018 -0.297
4 H 2.599 -0.746 2.084
5 H 0.823 0.932 1.952
6 H 0.621 -0.781 -1.797
7 H -0.732 0.516 -1.842
8 H -2.606 0.835 -0.966
9 N 1.317 0.597 1.060
10 S 3.253 -0.815 -0.148
11 S 0.661 1.209 -0.390
12 S -1.313 -1.146 -0.146
13 S -4.107 -0.147 0.498



ORCA calculation (the ωB97M-V functional and the def2-TZVPD basis) on a single C3H5NSi molecule.

Values from the calculation:
E_HOMO: -11.00 eV
E_tot: -461.5127 Ha
ΔE to the lowest compared entry with this formula, charge and spin: 0.0 kcal/mol
charge: 0
SMILES string: C=C[SiH2]C#N
LUMO level: 0.66 eV
gap between HOMO and LUMO: 0.42880 hartree

Positions of all 10 atoms, in Å:
1 C 1.633 -1.133 1.280
2 C -1.378 1.287 -0.337
3 C -0.889 0.104 0.002
4 N 2.108 -1.452 2.270
5 Si 0.796 -0.546 -0.507
6 H -2.352 1.626 -0.020
7 H -0.819 1.975 -0.951
8 H -1.494 -0.548 0.622
9 H 0.724 -1.785 -1.278
10 H 1.671 0.472 -1.082



ORCA calculation (the ωB97M-V functional and the def2-TZVPD basis) on a gas-phase ion, C3H5O2 (charge +1).

Values from the calculation:
E_HOMO: -14.99 eV
E_tot: -267.4183 Ha
ΔE to the lowest compared entry with this formula, charge and spin: 43.8 kcal/mol
charge: +1
LUMO level: -6.91 eV
gap between HOMO and LUMO: 0.29688 hartree

Positions of all 10 atoms, in Å:
1 C 0.332 0.523 -0.007
2 C 0.060 0.831 -1.529
3 C -0.505 -1.247 1.290
4 O -0.917 0.596 -2.140
5 O -0.672 -0.186 0.668
6 H 0.365 1.530 0.435
7 H 0.948 1.349 -1.934
8 H 1.311 0.034 0.078
9 H -1.390 -1.695 1.751
10 H 0.468 -1.734 1.387



ORCA calculation (the ωB97M-V functional and the def2-TZVPD basis) on a gas-phase ion, C3H5O2 (charge +1).

Values from the calculation:
E_HOMO: -15.99 eV
E_tot: -267.3331 Ha
ΔE to the lowest compared entry with this formula, charge and spin: 97.2 kcal/mol
charge: +1
LUMO level: -7.59 eV
gap between HOMO and LUMO: 0.30853 hartree

Positions of all 10 atoms, in Å:
1 C -0.660 -1.041 -0.212
2 C -1.088 0.453 -0.203
3 C 1.255 0.640 0.091
4 O -0.118 1.244 -0.019
5 O 1.043 -0.817 0.044
6 H -1.083 -1.669 0.626
7 H -0.939 -1.426 -1.359
8 H -1.910 0.452 0.493
9 H 2.042 1.141 -0.566
10 H 1.457 1.022 1.105



ORCA calculation (the ωB97M-V functional and the def2-TZVPD basis) on 2 unconnected molecules or ions with the total composition C3H5O2P.

Values from the calculation:
E_HOMO (alpha / beta): -9.02 / -7.54 eV
E_tot: -608.9262 Ha
ΔE to the lowest compared entry with this formula, charge and spin: 139.5 kcal/mol
charge: 0
LUMO level (alpha / beta): -0.81 / -0.87 eV
gap between HOMO and LUMO (alpha / beta): 0.30163 / 0.24485 hartree

Positions of all 11 atoms, in Å:
1 C -0.104 -0.007 -0.202
2 C -0.597 -1.291 0.176
3 C -1.390 1.658 0.056
4 O 1.115 0.374 -0.055
5 O 3.583 0.585 0.071
6 P 2.579 -0.455 -0.016
7 H 0.107 -1.719 0.760
8 H -0.829 -1.990 -0.798
9 H -1.517 -1.347 0.650
10 H -2.077 1.648 -0.645
11 H -0.870 2.544 0.001



ORCA calculation (the ωB97M-V functional and the def2-TZVPD basis) on a single C3H5O2PS2 molecule.

Values from the calculation:
E_HOMO: -8.94 eV
E_tot: -1405.5498 Ha
ΔE to the lowest compared entry with this formula, charge and spin: 0.0 kcal/mol
charge: 0
SMILES string: C=C=CSP(O)(O)=S
LUMO level: 0.43 eV
gap between HOMO and LUMO: 0.34430 hartree

Positions of all 13 atoms, in Å:
1 C 1.632 -0.962 0.524
2 C 0.393 -0.832 0.875
3 C -0.864 -0.674 1.148
4 O 1.183 1.334 -3.015
5 O -0.268 1.441 -1.048
6 P 0.636 0.381 -1.873
7 S 2.384 0.124 -0.667
8 S -0.316 -1.212 -2.463
9 H 2.303 -1.706 0.920
10 H -1.202 -0.077 1.980
11 H -1.619 -1.213 0.590
12 H 1.460 2.205 -2.713
13 H -0.861 0.988 -0.436



ORCA calculation (the ωB97M-V functional and the def2-TZVPD basis) on 2 unconnected molecules or ions with the total composition C3H5O2S.

Values from the calculation:
E_HOMO (alpha / beta): -3.93 / -3.32 eV
E_tot: -665.7527 Ha
ΔE to the lowest compared entry with this formula, charge and spin: 183.9 kcal/mol
charge: -1
LUMO level (alpha / beta): 3.15 / 4.18 eV
gap between HOMO and LUMO (alpha / beta): 0.26022 / 0.27590 hartree

Positions of all 11 atoms, in Å:
1 C -0.811 -1.646 0.148
2 C 0.037 2.036 0.206
3 C -0.790 -0.589 -0.646
4 O 1.605 -1.188 1.400
5 O 1.446 0.562 -1.485
6 S 0.711 0.411 -0.225
7 H -1.562 -2.476 0.089
8 H 0.106 -1.702 0.878
9 H 0.656 2.815 -0.135
10 H -0.197 2.073 1.321
11 H -1.202 -0.296 -1.552